[1]
{"formula": "C16H28N4O6S", "method": "the ωB97M-V functional and the def2-TZVPD basis", "relative_energy_ev": 0.000, "smiles": "CC(C)(C)c1snc([O-])c1C[C@H]([NH3+])C(=O)O.CNC(=O)[C@H](CO)NC(C)=O", "total_energy_ha": -1695.1596, "gap_ha": 0.2482, "species": ["O", "O", "O", "O", "N", "O", "O", "S", "C", "C", "C", "C", "C", "C", "N", "N", "C", "C", "C", "C", "C", "C", "C", "C", "C", "C", "N", "H", "H", "H", "H", "H", "H", "H", "H", "H", "H", "H", "H", "H", "H", "H", "H", "H", "H", "H", "H", "H", "H", "H", "H", "H", "H", "H", "H"], "positions_angstrom": [[1.97, -3.87, 1.35], [1.44, -0.73, 2.90], [-0.24, -3.65, -2.89], [0.63, -0.08, -1.59], [0.09, 1.75, -2.74], [-0.62, -0.21, 3.63], [-1.57, -1.79, -0.39], [-0.18, 3.40, -2.49], [2.04, -3.07, 0.42], [0.35, -0.27, 2.69], [-0.64, -4.20, -1.87], [0.45, 1.18, -1.63], [0.48, 2.03, -0.43], [0.13, 3.33, -0.76], [-1.55, -5.18, -1.91], [1.11, -3.00, -0.52], [3.22, -2.13, 0.30], [-2.16, -5.69, -3.14], [-0.50, 5.79, -0.67], [1.45, 4.96, 0.63], [-0.92, 4.38, 1.32], [0.90, 1.45, 0.91], [0.04, 4.58, 0.13], [-1.20, -2.99, 0.28], [0.01, 0.27, 1.30], [-0.14, -3.78, -0.49], [-1.43, 0.63, 1.20], [-0.18, -0.62, 4.39], [-0.86, -1.58, -1.02], [-1.83, -5.60, -1.04], [1.25, -2.36, -1.30], [2.85, -1.13, 0.11], [3.86, -2.46, -0.51], [3.76, -2.14, 1.24], [-2.54, -4.85, -3.73], [-1.42, -6.22, -3.73], [-2.99, -6.36, -2.90], [-1.51, 5.58, -1.04], [0.15, 6.02, -1.52], [-0.55, 6.68, -0.03], [1.89, 4.15, 1.21], [2.11, 5.16, -0.22], [1.41, 5.85, 1.26], [-0.51, 3.69, 2.06], [-1.87, 3.98, 0.96], [-1.11, 5.33, 1.82], [0.89, 2.20, 1.70], [1.94, 1.10, 0.83], [-0.81, -2.74, 1.27], [-2.09, -3.61, 0.42], [0.23, -0.55, 0.61], [0.05, -4.70, 0.07], [-1.91, -0.10, 0.65], [-1.54, 1.53, 0.75], [-1.82, 0.64, 2.15]], "lowdin_charge": [0.032, 0.146, 0.083, -0.105, -0.249, 0.115, -0.076, 0.965, -0.555, -0.466, -0.454, -0.664, -0.205, -0.414, 0.017, 0.122, 0.013, -0.054, -0.103, -0.042, -0.055, -0.065, -0.593, -0.181, -0.197, -0.184, 0.265, 0.146, 0.069, 0.133, 0.128, 0.063, 0.089, 0.086, 0.090, 0.088, 0.083, 0.080, 0.074, 0.085, 0.075, 0.095, 0.087, 0.063, 0.084, 0.087, 0.101, 0.137, 0.116, 0.120, 0.122, 0.151, 0.148, 0.147, 0.158]}

=====

[2]
{"formula": "C16H28N4Pt", "method": "the ωB97M-V functional and the def2-TZVPD basis", "relative_energy_ev": 0.474, "total_energy_ha": -964.6661, "gap_ha": [0.2061, 0.2197], "species": ["Pt", "C", "C", "N", "C", "C", "C", "C", "C", "C", "C", "N", "C", "C", "N", "N", "H", "H", "H", "H", "H", "H", "H", "H", "H", "H", "H", "H", "H", "H", "H", "H", "H", "H", "C", "C", "C", "C", "C", "H", "H", "H", "H", "H", "H", "H", "H", "H", "H"], "positions_angstrom": [[0.52, 0.00, 0.43], [-1.75, 2.36, -0.64], [-2.26, 1.02, -1.18], [-1.15, 0.19, -1.61], [-1.49, -1.20, -1.86], [-1.34, -2.04, -0.60], [-1.50, -3.41, -0.63], [-1.42, -4.14, 0.56], [-1.26, -3.42, 1.75], [-1.09, -2.06, 1.70], [-0.93, -1.24, 2.97], [-0.70, 0.16, 2.67], [-1.89, 0.94, 2.41], [-1.53, 2.31, 1.81], [-0.88, 2.20, 0.51], [-1.06, -1.37, 0.54], [-2.61, 3.00, -0.40], [-1.18, 2.85, -1.44], [-2.97, 1.21, -1.99], [-2.79, 0.49, -0.38], [-0.72, 0.61, -2.43], [-0.82, -1.60, -2.63], [-2.53, -1.29, -2.22], [-1.71, -3.91, -1.57], [-1.49, -5.21, 0.56], [-1.26, -3.93, 2.70], [-0.07, -1.63, 3.52], [-1.83, -1.38, 3.60], [-0.15, 0.60, 3.40], [-2.50, 1.11, 3.32], [-2.50, 0.38, 1.70], [-0.85, 2.81, 2.51], [-2.45, 2.91, 1.74], [-0.09, 2.83, 0.46], [2.68, -0.63, -1.84], [3.07, 0.64, -1.06], [4.59, 0.73, -0.98], [2.54, 1.87, -1.83], [2.40, 0.60, 0.29], [2.93, -0.54, -2.89], [1.60, -0.80, -1.73], [3.20, -1.50, -1.42], [5.02, 0.77, -1.99], [5.01, -0.13, -0.46], [4.90, 1.64, -0.46], [2.95, 1.91, -2.84], [2.82, 2.78, -1.30], [1.45, 1.82, -1.88], [3.12, 0.72, 1.12]], "lowdin_charge": [0.831, -0.209, -0.224, -0.121, -0.165, -0.252, -0.027, -0.036, -0.026, -0.263, -0.172, -0.137, -0.229, -0.207, -0.118, -0.039, 0.112, 0.117, 0.118, 0.102, 0.113, 0.127, 0.127, 0.114, 0.105, 0.114, 0.128, 0.126, 0.117, 0.118, 0.097, 0.119, 0.111, 0.102, -0.109, -0.732, -0.085, -0.080, -0.244, 0.071, 0.018, 0.074, 0.074, 0.075, 0.074, 0.075, 0.075, 0.044, 0.000]}

=====

[3]
{"formula": "C16H28N4SSb2Se4Yb", "method": "the ωB97M-V functional and the def2-TZVPD basis", "multiplicity": 2, "s2": 0.7566, "total_charge": -1, "total_energy_ha": -12488.5616, "gap_ha": [0.1628, 0.1617], "species": ["Yb", "N", "C", "S", "N", "N", "C", "C", "C", "C", "C", "C", "N", "H", "H", "H", "H", "H", "H", "H", "Se", "Sb", "Se", "Se", "Se", "C", "C", "C", "Sb", "C", "C", "C", "C", "C", "C", "H", "H", "H", "H", "H", "H", "H", "H", "H", "H", "H", "H", "H", "H", "H", "H", "H", "H", "H", "H", "H"], "positions_angstrom": [[-12.37, 3.51, 11.65], [-16.81, 4.25, 12.26], [-15.60, 4.33, 11.66], [-15.10, 3.09, 10.57], [-14.79, 5.34, 12.13], [-13.63, 5.46, 11.45], [-13.13, 6.25, 10.55], [-11.99, 5.79, 9.72], [-11.65, 6.52, 8.51], [-10.64, 5.99, 7.74], [-9.95, 4.83, 8.03], [-10.30, 4.21, 9.27], [-11.24, 4.71, 10.04], [-17.42, 3.50, 11.95], [-17.16, 4.99, 12.83], [-13.63, 7.20, 10.30], [-12.15, 7.42, 8.22], [-10.26, 6.63, 6.91], [-9.13, 4.40, 7.44], [-9.71, 3.47, 9.70], [-8.87, -1.47, 9.06], [-11.09, -1.25, 10.18], [-11.20, 0.97, 11.36], [-11.20, -2.53, 12.17], [-12.81, -2.00, 8.67], [-8.49, 3.34, 13.47], [-8.40, 3.83, 14.91], [-8.45, 5.33, 15.06], [-9.85, 2.63, 16.21], [-11.33, 4.25, 16.86], [-11.96, 4.78, 15.54], [-12.30, 3.72, 17.91], [-9.01, 1.74, 18.04], [-8.74, 0.20, 17.73], [-7.75, 2.63, 18.31], [-7.86, 3.81, 12.71], [-9.54, 3.37, 13.06], [-8.20, 2.27, 13.47], [-7.53, 3.43, 15.45], [-9.03, 5.70, 14.22], [-7.45, 5.82, 14.95], [-8.82, 5.72, 16.00], [-10.72, 5.11, 17.28], [-11.21, 5.50, 15.09], [-12.86, 5.36, 15.86], [-12.19, 3.96, 14.86], [-12.95, 2.88, 17.58], [-13.02, 4.46, 18.23], [-11.76, 3.39, 18.76], [-9.70, 1.77, 18.92], [-9.41, -0.11, 16.90], [-9.03, -0.41, 18.54], [-7.66, 0.03, 17.43], [-7.34, 3.09, 17.42], [-6.90, 2.04, 18.70], [-7.96, 3.40, 19.00]], "lowdin_spin": [0.004, 0.000, 0.000, 0.000, 0.000, 0.000, 0.000, 0.000, 0.000, 0.000, 0.000, 0.001, 0.001, 0.000, 0.000, 0.000, 0.000, 0.000, 0.000, 0.001, 0.004, 0.010, 0.044, 0.811, 0.123, 0.000, 0.000, 0.000, 0.000, 0.000, 0.000, 0.000, 0.000, 0.000, 0.000, 0.000, 0.000, 0.000, 0.000, 0.000, 0.000, 0.000, 0.000, 0.000, 0.000, 0.000, 0.000, 0.000, 0.000, 0.000, 0.000, 0.000, 0.000, 0.000, 0.000, 0.000]}

=====

[4]
{"formula": "C16H28N8O12", "method": "the ωB97M-V functional and the def2-TZVPD basis", "relative_energy_ev": 0.648, "smiles": "C[N+](=O)[O-].C[N+](=O)[O-].C[N+](=O)[O-].C[N+](=O)[O-].C[N+](=O)[O-].C[N+](=O)[O-].c1ccncc1.c1ccncc1", "total_energy_ha": -1966.7556, "gap_ha": 0.3279, "species": ["C", "N", "O", "O", "H", "H", "H", "C", "N", "O", "O", "H", "H", "H", "C", "N", "O", "O", "H", "H", "H", "C", "N", "O", "O", "H", "H", "H", "C", "N", "O", "O", "H", "H", "H", "C", "N", "O", "O", "H", "H", "H", "N", "C", "C", "C", "C", "C", "H", "H", "H", "H", "H", "N", "C", "C", "C", "C", "C", "H", "H", "H", "H", "H"], "positions_angstrom": [[0.79, 3.76, -0.81], [-0.05, 5.00, -0.67], [-1.23, 4.80, -0.80], [0.52, 6.06, -0.66], [1.83, 3.99, -0.58], [0.75, 3.41, -1.85], [0.31, 2.95, -0.26], [2.16, -0.73, 0.05], [0.93, 0.11, 0.03], [0.43, 0.40, -1.07], [0.65, 0.66, 1.10], [2.00, -1.44, 0.87], [2.97, -0.03, 0.24], [2.35, -1.26, -0.88], [2.85, -0.50, 5.53], [3.57, -1.50, 4.69], [3.37, -1.47, 3.49], [4.35, -2.24, 5.24], [3.39, -0.20, 6.44], [1.87, -0.89, 5.78], [2.79, 0.35, 4.85], [0.33, -5.81, -0.29], [1.48, -4.87, -0.16], [2.13, -4.61, -1.17], [1.55, -4.30, 0.90], [-0.19, -5.27, -1.08], [-0.09, -5.83, 0.72], [0.65, -6.80, -0.61], [3.34, 2.25, -3.51], [3.47, 1.32, -2.32], [3.77, 0.16, -2.58], [3.49, 1.87, -1.20], [4.07, 1.90, -4.23], [3.42, 3.31, -3.26], [2.31, 2.13, -3.84], [-0.50, 2.21, 4.15], [-1.20, 3.36, 3.50], [-1.01, 3.54, 2.30], [-2.01, 4.06, 4.13], [0.28, 1.98, 3.43], [-1.30, 1.46, 4.17], [-0.08, 2.49, 5.12], [-3.73, 2.27, -1.20], [-2.65, 1.77, -0.44], [-2.72, 0.56, 0.29], [-3.90, -0.19, 0.15], [-4.98, 0.31, -0.58], [-4.84, 1.54, -1.20], [-1.77, 2.38, -0.29], [-1.94, 0.29, 0.98], [-4.10, -1.10, 0.69], [-5.90, -0.27, -0.60], [-5.65, 2.04, -1.71], [-0.59, -1.73, -3.88], [-1.96, -1.72, -4.13], [-2.89, -2.19, -3.21], [-2.46, -2.81, -2.04], [-1.08, -2.83, -1.84], [-0.20, -2.25, -2.72], [-2.25, -1.34, -5.09], [-3.93, -2.31, -3.44], [-3.17, -3.01, -1.26], [-0.62, -3.14, -0.91], [0.83, -2.03, -2.47]], "lowdin_charge": [0.030, -0.445, 0.063, 0.077, 0.089, 0.094, 0.053, 0.039, -0.384, 0.043, 0.030, 0.087, 0.090, 0.078, 0.041, -0.451, 0.053, 0.077, 0.097, 0.100, 0.090, 0.051, -0.450, 0.051, 0.054, 0.078, 0.101, 0.102, 0.054, -0.391, 0.071, 0.029, 0.099, 0.095, 0.098, 0.051, -0.419, 0.042, 0.051, 0.078, 0.107, 0.098, 0.074, -0.085, -0.066, -0.100, -0.088, -0.176, 0.058, 0.079, 0.094, 0.095, 0.097, 0.069, -0.106, -0.083, -0.070, -0.096, -0.172, 0.097, 0.100, 0.101, 0.083, 0.090]}

=====

> Which formula does entry 3 have?

C16H28N4SSb2Se4Yb

=====

Please write out number 1 again, unchanged.
{"formula": "C16H28N4O6S", "method": "the ωB97M-V functional and the def2-TZVPD basis", "relative_energy_ev": 0.000, "smiles": "CC(C)(C)c1snc([O-])c1C[C@H]([NH3+])C(=O)O.CNC(=O)[C@H](CO)NC(C)=O", "total_energy_ha": -1695.1596, "gap_ha": 0.2482, "species": ["O", "O", "O", "O", "N", "O", "O", "S", "C", "C", "C", "C", "C", "C", "N", "N", "C", "C", "C", "C", "C", "C", "C", "C", "C", "C", "N", "H", "H", "H", "H", "H", "H", "H", "H", "H", "H", "H", "H", "H", "H", "H", "H", "H", "H", "H", "H", "H", "H", "H", "H", "H", "H", "H", "H"], "positions_angstrom": [[1.97, -3.87, 1.35], [1.44, -0.73, 2.90], [-0.24, -3.65, -2.89], [0.63, -0.08, -1.59], [0.09, 1.75, -2.74], [-0.62, -0.21, 3.63], [-1.57, -1.79, -0.39], [-0.18, 3.40, -2.49], [2.04, -3.07, 0.42], [0.35, -0.27, 2.69], [-0.64, -4.20, -1.87], [0.45, 1.18, -1.63], [0.48, 2.03, -0.43], [0.13, 3.33, -0.76], [-1.55, -5.18, -1.91], [1.11, -3.00, -0.52], [3.22, -2.13, 0.30], [-2.16, -5.69, -3.14], [-0.50, 5.79, -0.67], [1.45, 4.96, 0.63], [-0.92, 4.38, 1.32], [0.90, 1.45, 0.91], [0.04, 4.58, 0.13], [-1.20, -2.99, 0.28], [0.01, 0.27, 1.30], [-0.14, -3.78, -0.49], [-1.43, 0.63, 1.20], [-0.18, -0.62, 4.39], [-0.86, -1.58, -1.02], [-1.83, -5.60, -1.04], [1.25, -2.36, -1.30], [2.85, -1.13, 0.11], [3.86, -2.46, -0.51], [3.76, -2.14, 1.24], [-2.54, -4.85, -3.73], [-1.42, -6.22, -3.73], [-2.99, -6.36, -2.90], [-1.51, 5.58, -1.04], [0.15, 6.02, -1.52], [-0.55, 6.68, -0.03], [1.89, 4.15, 1.21], [2.11, 5.16, -0.22], [1.41, 5.85, 1.26], [-0.51, 3.69, 2.06], [-1.87, 3.98, 0.96], [-1.11, 5.33, 1.82], [0.89, 2.20, 1.70], [1.94, 1.10, 0.83], [-0.81, -2.74, 1.27], [-2.09, -3.61, 0.42], [0.23, -0.55, 0.61], [0.05, -4.70, 0.07], [-1.91, -0.10, 0.65], [-1.54, 1.53, 0.75], [-1.82, 0.64, 2.15]], "lowdin_charge": [0.032, 0.146, 0.083, -0.105, -0.249, 0.115, -0.076, 0.965, -0.555, -0.466, -0.454, -0.664, -0.205, -0.414, 0.017, 0.122, 0.013, -0.054, -0.103, -0.042, -0.055, -0.065, -0.593, -0.181, -0.197, -0.184, 0.265, 0.146, 0.069, 0.133, 0.128, 0.063, 0.089, 0.086, 0.090, 0.088, 0.083, 0.080, 0.074, 0.085, 0.075, 0.095, 0.087, 0.063, 0.084, 0.087, 0.101, 0.137, 0.116, 0.120, 0.122, 0.151, 0.148, 0.147, 0.158]}